[1]
ORCA calculation (ωB97M-V with the def2-TZVPD basis set) on a structure of composition C66H64BF2N4O5P2S2Ti.

Geometry as XYZ:
```
147
Properties=species:S:1:pos:R:3:forces:R:3
Ti -1.385 -0.368 0.254 0.278 1.320 -0.598
S 1.703 1.289 -0.981 -0.349 -0.280 0.351
S 1.509 -1.653 1.069 -0.352 -0.698 -0.626
P -1.638 2.369 2.120 -0.392 0.200 0.124
P -4.138 0.793 0.517 -0.140 0.247 0.045
F -2.282 -0.695 3.298 -0.043 0.000 -0.209
F -0.119 -0.205 2.973 -0.308 -0.148 -0.079
O 0.744 0.520 -0.085 0.399 0.173 -0.352
O -1.716 1.120 -0.821 -0.151 0.828 -1.041
O 0.020 -1.813 0.667 0.529 0.175 0.791
O -2.545 -1.852 0.320 -0.181 -1.188 -0.280
O -2.023 -5.167 -2.264 0.034 0.079 -0.044
N -1.278 -1.310 -1.683 0.283 -0.602 0.261
N -2.717 4.607 1.002 -0.101 -0.005 0.019
N -1.576 -2.653 -1.594 -0.027 0.162 -0.253
N -4.697 3.302 -0.430 0.041 -0.133 0.048
C 2.972 1.973 0.102 -0.075 -0.103 -0.131
C -3.905 2.632 0.365 0.101 0.048 -0.120
C 2.834 -5.585 -3.228 -0.048 -0.003 0.063
C -4.203 -5.534 1.241 -0.018 -0.080 -0.010
C 5.104 3.049 1.540 0.064 0.040 0.056
C 6.893 -0.387 -3.071 0.016 -0.004 -0.039
C -3.586 -4.337 0.958 0.038 0.008 -0.093
C 3.479 1.284 1.194 0.068 0.002 0.071
C 3.453 -1.001 -1.626 -0.105 -0.032 0.211
C 2.217 -4.654 6.274 0.014 0.005 -0.072
C -2.511 2.364 3.737 0.038 -0.073 0.036
C -3.392 6.709 0.051 0.058 0.007 0.053
C 1.692 -2.623 2.540 -0.079 0.029 0.050
C 4.846 -1.153 -1.970 0.054 -0.132 0.236
C 4.798 0.917 -3.241 0.118 -0.060 -0.012
C -5.239 0.337 -0.951 0.103 -0.062 0.035
C -0.664 0.616 -2.924 0.104 -0.282 0.044
C -1.314 2.870 -2.328 -0.037 0.282 0.022
C -0.785 3.334 -3.514 0.048 -0.029 -0.071
C 2.132 -2.763 -0.186 0.072 -0.247 0.051
C -0.722 -0.827 -2.729 -0.237 0.391 -0.103
C -5.367 5.375 -1.439 -0.050 -0.099 0.024
C -5.396 -1.190 -0.910 -0.092 0.037 0.068
C -2.725 -5.237 -1.124 0.024 0.010 0.074
C 0.816 2.748 3.148 0.082 0.059 0.107
C 0.602 -3.229 3.135 -0.003 -0.071 0.032
C 0.781 -3.892 4.342 -0.031 -0.011 0.028
C -0.168 2.459 -4.417 -0.014 0.072 0.028
C 4.567 3.726 0.450 0.029 0.078 -0.020
C 3.111 -3.325 4.330 0.088 -0.004 0.027
C 1.986 -5.037 -0.983 0.027 -0.086 -0.081
C -4.092 -6.586 0.327 -0.010 -0.002 0.053
C -0.128 1.116 -4.120 0.059 -0.063 -0.032
C 2.908 0.248 -1.862 0.128 0.180 -0.088
C 4.532 1.830 1.909 -0.044 -0.068 0.030
C 3.323 -5.194 -4.438 0.015 0.106 -0.079
C 3.543 -3.819 -4.686 -0.032 -0.111 -0.065
C 3.339 -2.893 -3.705 0.003 0.121 0.048
C 2.912 -3.277 -2.401 -0.072 0.072 -0.175
C 2.948 -2.652 3.132 0.102 0.036 -0.049
C -2.278 -2.848 -0.506 -0.088 0.160 0.027
C -2.850 -4.162 -0.224 -0.017 0.008 0.144
C 2.029 -3.948 4.956 -0.018 -0.042 0.052
C -0.652 4.745 3.377 0.074 0.008 0.122
C -4.535 4.644 -0.556 -0.090 -0.065 -0.073
C -5.353 0.810 1.901 0.059 -0.264 0.044
C -2.863 3.311 1.096 0.013 -0.036 -0.160
C 7.580 -1.456 -2.574 -0.043 -0.029 0.018
C 0.253 4.121 1.122 0.066 0.103 0.104
C 5.522 -0.201 -2.761 0.082 0.075 -0.060
C -4.207 7.398 -0.798 -0.082 0.008 -0.062
C -1.241 1.516 -1.995 0.007 -0.310 0.092
C 5.591 -2.255 -1.467 -0.054 -0.058 -0.006
C 3.556 1.157 -2.753 -0.200 -0.040 0.085
C -3.361 -6.444 -0.833 -0.044 -0.104 0.007
C 3.504 3.197 -0.267 -0.152 0.126 -0.050
C -3.547 5.308 0.182 0.178 0.005 0.113
C 2.777 -2.321 -1.316 -0.195 0.183 -0.075
C 6.279 3.602 2.302 -0.075 -0.036 -0.008
C -4.545 0.708 -2.269 -0.043 0.015 0.064
C -5.204 6.724 -1.551 0.041 0.085 0.012
C -6.642 0.956 -0.883 -0.035 -0.048 -0.052
C 6.918 -2.392 -1.746 0.116 0.038 -0.038
C 2.588 -4.638 -2.201 -0.013 -0.036 -0.044
C 1.706 -4.114 -0.036 0.011 0.153 0.098
C -0.268 3.583 2.461 -0.026 0.073 -0.146
B -1.349 -0.393 2.382 0.453 0.165 1.636
H -5.972 -0.088 1.845 0.046 0.058 0.022
H -5.842 7.293 -2.217 0.049 -0.021 0.028
H -2.623 7.204 0.635 -0.053 -0.050 -0.037
H 1.188 1.971 2.489 0.079 -0.110 -0.084
H -4.771 -5.658 2.156 0.034 0.014 -0.075
H -5.847 -1.538 0.025 0.018 0.013 -0.051
H 2.998 -5.414 6.201 -0.045 0.038 -0.005
H -6.051 -1.499 -1.729 -0.036 0.025 0.032
H -1.483 5.321 2.979 -0.013 0.020 -0.012
H -1.673 -4.252 -2.349 0.021 -0.036 -0.028
H 6.487 4.635 2.023 -0.018 -0.045 0.002
H -0.072 -4.366 4.817 0.072 0.027 -0.036
H -0.383 -1.489 -3.522 -0.072 -0.043 -0.118
H 1.297 -5.140 6.599 0.045 0.031 -0.024
H 2.607 -6.628 -3.030 0.017 0.085 -0.023
H 1.713 -6.078 -0.835 0.003 0.111 -0.049
H -0.906 4.398 4.382 0.046 0.058 -0.079
H -3.562 0.240 -2.342 -0.029 -0.029 -0.011
H 0.215 5.410 3.468 -0.069 -0.053 0.016
H -4.098 8.471 -0.904 -0.008 -0.052 0.006
H -0.371 -3.185 2.660 -0.015 0.015 0.015
H 5.256 1.592 -3.954 -0.005 -0.005 0.060
H 8.631 -1.588 -2.805 -0.065 0.010 0.021
H -1.780 2.186 4.530 -0.073 0.012 -0.070
H 3.865 -3.493 -5.670 -0.029 -0.050 0.094
H 3.510 -5.924 -5.217 -0.017 0.069 0.051
H 0.244 2.829 -5.348 -0.041 -0.021 0.077
H -0.857 4.390 -3.749 0.031 -0.052 0.013
H 4.921 1.295 2.772 -0.028 0.055 -0.089
H -3.268 -7.254 -1.548 -0.008 0.061 0.061
H -3.019 3.312 3.914 0.030 -0.020 0.036
H -6.121 4.837 -2.004 0.072 0.046 0.066
H 1.650 3.403 3.427 -0.047 -0.061 -0.025
H 6.100 3.566 3.379 -0.001 0.003 -0.046
H -3.659 -3.499 1.638 -0.022 0.014 0.013
H 3.052 0.336 1.487 0.020 0.082 0.007
H -4.836 0.788 2.859 -0.040 0.007 -0.047
H 3.795 -2.161 2.655 -0.089 -0.049 0.074
H 3.489 -1.845 -3.940 0.026 -0.125 0.053
H 3.018 2.057 -3.040 0.059 -0.083 0.030
H 4.092 -3.361 4.795 -0.116 0.006 -0.049
H -1.786 3.550 -1.625 0.041 -0.073 -0.041
H -3.225 1.548 3.773 -0.047 -0.004 0.034
H -4.446 -1.697 -1.031 0.060 -0.043 -0.057
H -0.385 4.917 0.740 0.058 -0.066 0.045
H 7.471 -3.225 -1.327 -0.027 0.053 -0.041
H 4.986 4.682 0.153 -0.040 -0.060 0.036
H -6.616 2.035 -0.766 -0.006 -0.017 -0.030
H -5.992 1.690 1.850 -0.062 -0.027 -0.010
H 7.176 3.011 2.102 -0.031 0.021 -0.001
H 0.296 3.337 0.366 0.050 -0.130 -0.119
H 2.522 -3.948 7.050 -0.019 -0.014 -0.026
H 1.261 4.519 1.260 0.047 -0.003 -0.007
H -7.157 0.728 -1.825 0.025 -0.016 0.114
H -5.153 0.339 -3.101 0.027 0.025 0.062
H -7.235 0.523 -0.074 0.055 0.029 -0.064
H 3.085 3.744 -1.107 0.055 -0.051 0.068
H 5.101 -2.984 -0.831 0.044 0.060 -0.062
H -4.428 1.786 -2.384 -0.002 -0.036 0.009
H 0.448 2.261 4.057 0.055 0.079 -0.067
H 0.308 0.412 -4.825 -0.025 0.058 0.048
H 7.388 0.346 -3.700 -0.049 -0.062 0.059
H -4.588 -7.529 0.528 0.042 0.049 0.000
H 1.166 -4.406 0.854 0.066 0.046 0.024
```
Forces are in eV/Å.

* charge: +1
* frontier orbital gap: 7.23 eV
* ΔE to the lowest compared entry with this formula, charge and spin: 374.8 kJ/mol
* E_LUMO: -2.7 eV
* HOMO energy: -9.967 eV
* E: -5701.80252 hartree
* maximum force: 1.71 eV/A

***

[2]
ORCA calculation (ωB97M-V with the def2-TZVPD basis set) on a structure of composition C9H21CeClNO4P2.

Geometry as XYZ:
```
39
Properties=species:S:1:pos:R:3:forces:R:3
Ce 0.664 -0.222 0.446 1.297 -1.222 0.818
Cl 1.188 -4.777 0.558 0.000 0.124 -0.051
P -1.451 -0.620 2.051 -0.942 0.346 0.678
P 1.531 0.423 -2.027 0.193 0.647 -0.991
O -2.170 1.818 -1.129 3.021 -2.851 1.439
O -0.965 -4.226 -0.803 1.681 -1.460 0.352
O 1.111 3.930 1.130 -2.079 -4.800 -2.367
O 1.097 1.580 1.278 -0.488 1.711 -0.715
N 0.643 2.985 0.589 2.452 3.675 2.998
C -1.369 1.084 -0.737 -3.181 2.935 -1.484
C 3.096 1.118 -1.381 0.163 0.081 -0.031
C -0.030 -6.423 -1.288 -0.351 0.130 -0.189
C -3.069 0.175 2.162 -0.412 0.004 0.120
C -0.490 -0.119 3.530 -0.024 0.060 0.158
C -0.132 -5.091 -0.629 -1.498 1.460 -0.294
C 0.913 1.558 -3.286 -0.004 0.171 -0.406
C -1.611 -2.423 2.153 -0.242 -0.186 0.034
C 1.987 -1.162 -2.789 -0.032 -0.109 -0.194
H 1.657 1.695 -4.087 -0.329 0.013 0.214
H -0.089 -7.231 -0.562 0.148 0.047 0.145
H -3.587 -0.124 3.087 0.082 0.153 -0.361
H -0.024 1.163 -3.709 0.361 0.083 0.057
H -0.636 -2.929 2.103 -0.110 0.184 0.154
H 0.683 2.532 -2.825 0.174 -0.326 -0.137
H 2.970 2.110 -0.930 -0.142 -0.211 -0.208
H -2.186 -2.803 1.300 -0.022 0.130 0.221
H 0.907 -6.501 -1.834 0.165 -0.016 0.106
H -0.856 -6.514 -1.986 -0.074 -0.001 -0.047
H 0.514 -0.566 3.549 -0.165 -0.073 -0.031
H -3.673 -0.105 1.285 0.143 0.004 0.365
H 3.545 0.478 -0.609 -0.056 -0.013 -0.157
H -0.348 0.966 3.594 -0.189 -0.225 -0.181
H 2.384 -1.865 -2.042 0.047 0.203 -0.125
H -1.011 -0.454 4.428 0.059 -0.066 0.059
H -2.950 1.272 2.144 0.039 -0.422 0.104
H 1.101 -1.634 -3.233 0.187 0.180 -0.006
H -2.106 -2.684 3.094 0.065 -0.171 -0.120
H 2.745 -0.997 -3.559 -0.039 -0.174 0.038
H 3.814 1.198 -2.198 0.103 -0.016 0.034
```
Forces are in eV/Å.

* 2S+1: 2
* charge: +2
* frontier orbital gap (spin up / spin down): 8.80 / 8.79 eV
* E_LUMO (spin up / spin down): -7.2 / -7.1 eV
* HOMO energy (spin up / spin down): -15.972 / -15.930 eV
* E: -2328.63765 hartree
* <S²>: 0.751
* maximum force: 5.74 eV/A

***

[3]
ORCA calculation (ωB97M-V with the def2-TZVPD basis set) on a structure of composition C51H46F3GaN4O3.

Geometry as XYZ:
```
108
Properties=species:S:1:pos:R:3:forces:R:3
Ga -0.199 -0.122 -0.526 0.715 -0.936 0.562
F -1.553 1.759 -8.386 0.041 -0.148 -0.084
F -1.836 -0.391 -8.439 0.155 0.101 -0.098
F 0.091 0.474 -8.956 -0.001 -0.079 -0.144
O 0.285 2.843 0.338 -0.002 0.233 0.427
O -0.235 -1.725 -1.482 0.109 0.203 0.045
O -0.689 -0.314 1.267 0.486 0.138 0.027
N -0.069 4.954 3.062 -0.208 0.043 -0.101
N -0.609 4.113 2.080 0.167 0.157 -0.034
N 0.232 0.473 -4.010 -0.084 0.101 -0.368
N 1.902 -0.514 -0.063 0.184 -0.010 0.035
C 0.515 -3.953 -0.141 0.426 -0.335 -0.403
C -2.669 3.279 1.192 -0.390 -0.093 -0.298
C -0.533 0.506 -6.687 0.122 0.137 -0.247
C -1.910 4.371 1.579 0.252 -0.298 0.036
C 1.338 -2.433 3.347 -0.203 0.379 0.037
C 2.080 -1.576 -2.262 -0.330 -0.042 0.079
C 2.093 5.252 4.208 0.015 0.263 -0.018
C -1.927 0.856 3.331 -0.096 -0.279 -0.157
C 1.550 -6.128 -0.090 -0.067 -0.080 0.353
C 0.926 -2.686 -4.714 0.307 0.069 0.013
C -1.048 -3.317 -3.520 0.200 -0.082 -0.363
C 1.261 -3.729 3.836 0.180 0.078 -0.118
C -1.430 1.088 -1.351 -0.142 0.059 -0.056
C -1.108 -3.721 3.507 -0.083 0.081 -0.191
C -1.319 -0.111 -5.746 -0.118 -0.247 0.456
C 0.641 1.117 -6.288 0.272 0.085 0.244
C -2.634 1.500 4.329 -0.036 0.111 0.003
C 0.740 -5.171 0.491 0.014 0.235 -0.089
C -3.728 5.832 1.028 0.346 -0.031 0.122
C 0.311 -3.029 -5.910 0.002 -0.029 0.004
C 0.970 1.070 -4.942 0.180 0.102 -0.036
C -0.699 1.441 5.737 0.082 -0.096 -0.020
C 0.252 -2.810 -3.513 -0.404 -0.054 0.141
C 0.110 -0.321 2.418 -0.110 -0.171 -0.076
C -2.021 1.800 5.533 -0.115 0.073 -0.033
C -1.036 -2.438 2.999 0.240 -0.263 0.271
C 1.275 4.699 3.096 0.067 -0.004 0.175
C 0.002 0.786 4.737 0.067 -0.145 0.095
C 2.647 -1.250 -0.920 -0.500 0.197 -0.105
C -0.955 0.575 -8.126 -0.241 0.116 0.241
C -3.951 3.462 0.695 0.113 0.320 0.211
C 4.407 -1.495 0.686 -0.296 0.299 -0.134
C 1.484 0.361 2.183 -0.036 -0.236 0.004
C 3.648 -0.732 1.555 -0.174 -0.291 0.012
C 1.635 3.882 2.082 -0.768 0.068 -0.074
C 3.881 -1.760 -0.567 0.192 -0.001 0.347
C -2.422 5.649 1.482 -0.308 0.628 0.048
C -0.892 -0.106 -4.418 -0.190 0.079 -0.263
C -4.488 4.743 0.647 -0.314 -0.081 -0.292
C -0.867 5.135 4.271 0.055 -0.353 -0.098
C -0.609 0.485 3.522 0.309 -0.065 -0.095
C 0.047 -4.369 3.910 -0.198 -0.270 0.384
C 0.773 -2.421 -2.134 0.520 0.226 0.155
C 1.103 -3.707 -1.378 -0.222 -0.402 0.044
C -0.977 -3.523 -5.909 -0.035 -0.099 -0.072
C 0.187 -1.772 2.932 0.040 0.216 -0.153
C -1.649 -3.686 -4.705 -0.036 -0.104 -0.027
C 2.150 -5.884 -1.308 0.286 -0.210 -0.332
C 2.378 -0.312 1.185 -0.351 0.118 -0.262
C 1.911 -4.690 -1.957 0.026 0.383 -0.083
C 0.431 3.508 1.360 0.074 0.070 -0.150
H 1.992 6.339 4.254 0.034 -0.037 0.029
H 1.818 -0.672 -2.817 0.055 0.009 0.057
H 2.029 0.470 3.120 0.001 -0.108 0.003
H 1.743 4.848 5.157 0.038 -0.040 0.110
H -1.455 -3.791 -6.838 -0.073 -0.065 -0.157
H -0.124 -3.206 0.287 -0.226 0.206 0.203
H 1.256 1.364 1.851 -0.058 0.156 -0.202
H -1.911 5.194 3.985 -0.072 0.080 -0.016
H 2.612 3.586 1.795 0.583 -0.168 -0.099
H -1.756 1.783 -0.599 -0.097 0.309 -0.021
H -0.590 6.060 4.762 0.114 0.135 0.019
H 0.283 -5.369 1.443 -0.146 -0.027 0.219
H -2.261 0.459 -1.659 -0.217 -0.094 -0.112
H 5.371 -1.881 0.978 0.115 -0.036 0.037
H 3.148 5.007 4.093 -0.125 -0.040 -0.078
H -5.500 4.898 0.282 0.140 -0.059 0.053
H -0.227 1.633 6.692 0.056 0.049 0.020
H 2.299 -1.940 3.324 -0.010 0.006 -0.024
H -0.755 4.293 4.955 0.037 -0.082 0.069
H 0.848 -2.905 -6.837 0.061 0.021 -0.154
H 1.012 0.449 4.944 -0.019 0.053 -0.050
H -2.059 -4.226 3.585 -0.102 -0.003 -0.020
H -0.023 -5.361 4.331 0.067 -0.157 -0.036
H -1.925 -1.925 2.686 -0.234 0.122 -0.145
H -4.541 2.619 0.366 0.039 -0.108 0.016
H -2.578 2.300 6.308 -0.089 0.081 0.185
H 1.705 -7.060 0.426 0.088 -0.246 0.047
H -2.388 0.572 2.393 -0.041 0.074 0.094
H -1.032 1.596 -2.211 0.083 0.270 -0.160
H -1.569 -3.408 -2.586 -0.140 -0.053 0.262
H 2.840 -2.137 -2.810 -0.119 0.076 -0.047
H -4.137 6.830 0.961 0.001 0.033 0.029
H 1.882 1.543 -4.591 0.012 -0.007 -0.043
H 3.955 -0.537 2.570 0.213 0.045 0.043
H 2.794 -6.633 -1.770 -0.164 0.128 0.093
H 1.934 -2.293 -4.759 0.001 0.021 0.099
H 4.403 -2.378 -1.275 0.137 -0.097 -0.118
H -2.631 -4.135 -4.695 -0.166 0.079 -0.003
H 2.337 -4.527 -2.942 -0.016 0.033 0.034
H -2.246 2.295 1.262 0.133 -0.096 0.057
H -1.480 -0.597 -3.661 -0.049 -0.056 0.153
H -3.668 1.762 4.161 -0.133 0.065 0.014
H -2.221 -0.630 -6.030 -0.085 0.027 0.061
H -1.837 6.517 1.779 0.032 -0.222 -0.062
H 1.297 1.614 -6.988 -0.037 0.005 -0.059
H 2.161 -4.233 4.143 0.195 -0.116 0.108
```
Forces are in eV/Å.

* frontier orbital gap: 8.69 eV
* ΔE to the lowest compared entry with this formula, charge and spin: 0.0 kJ/mol
* E_LUMO: 0.4 eV
* HOMO energy: -8.281 eV
* E: -4640.25802 hartree
* maximum force: 1.30 eV/A